(1)
105
Properties=species:S:1:pos:R:3:lowdin_spin:R:1 method="wB97M-V/def2-TZVPD" homo_lumo_gap_ev="5.1 / 5.1" spin_multiplicity=2 de_lowest_kcal_mol=0.0 energy_ha=-6768.048766 charge=+2
Ru -0.648 0.086 -1.276 0.85
C 0.443 3.360 -0.307 0.00
C -0.736 2.764 0.370 0.01
C -1.627 3.373 1.258 0.00
C -2.537 2.391 1.591 0.01
N -2.199 1.264 0.950 0.00
N -1.104 1.486 0.209 0.00
B -3.012 -0.059 0.948 0.00
N -3.748 -0.121 -0.398 0.00
C -5.028 0.083 -0.761 0.00
C -5.097 0.116 -2.134 0.00
C -3.782 -0.071 -2.571 0.00
C -3.292 -0.088 -3.973 0.00
N -2.992 -0.225 -1.511 -0.02
N -2.031 -1.256 1.009 0.00
C -2.187 -2.338 1.783 0.02
C -1.171 -3.228 1.508 0.01
C -0.412 -2.614 0.511 0.01
C 0.791 -3.155 -0.184 0.00
N -0.946 -1.415 0.224 0.01
N -3.818 -0.066 2.229 0.00
C -5.116 0.087 2.589 0.00
C -5.183 0.129 3.959 0.00
C -3.844 -0.017 4.395 0.00
C -3.331 -0.052 5.782 0.00
N -3.060 -0.125 3.342 0.00
H 1.062 3.881 0.421 0.00
H 0.127 4.080 -1.060 0.00
H 1.045 2.585 -0.788 0.00
H -1.627 4.384 1.604 0.00
H -3.381 2.438 2.248 0.00
H -5.825 0.182 -0.058 0.00
H -5.965 0.270 -2.737 0.00
H -3.485 -1.060 -4.429 0.00
H -2.225 0.144 -4.023 0.00
H -3.833 0.659 -4.552 0.00
H -3.000 -2.419 2.475 0.00
H -1.021 -4.187 1.958 0.00
H 1.414 -3.721 0.506 0.00
H 1.384 -2.343 -0.615 0.00
H 0.507 -3.858 -0.970 0.00
H -5.915 0.166 1.884 0.00
H -6.053 0.236 4.574 0.00
H -4.158 -0.130 6.481 0.00
H -2.777 0.861 5.996 0.00
H -2.654 -0.894 5.914 0.00
Cl 1.775 0.327 -2.815 0.01
C 0.667 1.511 -3.403 0.04
C -0.515 1.567 -2.657 -0.02
C -1.381 2.618 -2.993 0.04
Cl -2.789 2.870 -2.047 0.02
C -1.119 3.492 -4.048 -0.01
Cl -2.202 4.775 -4.393 -0.01
C 0.043 3.333 -4.818 0.05
Cl 0.340 4.349 -6.145 0.02
C 0.975 2.338 -4.469 -0.01
Cl 2.436 2.160 -5.343 -0.01
N -0.601 -1.761 -2.818 -0.01
C 0.237 -2.142 -3.915 0.00
C -0.276 -2.138 -5.209 0.00
C 0.516 -2.540 -6.270 0.00
C 1.824 -2.946 -6.055 0.00
C 2.335 -2.954 -4.768 0.00
C 1.553 -2.554 -3.702 0.00
H -1.573 -1.747 -3.134 0.00
H -0.519 -2.461 -2.081 0.00
H -1.300 -1.839 -5.389 0.00
H 0.107 -2.553 -7.268 0.00
H 2.440 -3.258 -6.884 0.00
H 3.345 -3.286 -4.591 0.00
H 1.973 -2.561 -2.708 0.00
C 5.814 -1.795 -0.845 0.00
C 5.192 -0.668 -1.354 0.00
C 4.084 -0.143 -0.709 0.00
C 3.590 -0.745 0.440 0.00
C 4.238 -1.848 0.970 0.00
C 5.350 -2.371 0.325 0.00
Ge 1.884 0.067 1.255 0.00
C 1.618 -0.875 3.067 0.00
C 1.580 -2.259 3.125 0.00
C 1.266 -2.906 4.309 0.00
C 1.020 -2.164 5.451 0.00
C 1.068 -0.782 5.399 0.00
C 1.368 -0.135 4.210 0.00
C 2.538 1.888 1.875 0.00
C 1.703 2.721 2.605 0.00
C 2.177 3.934 3.080 0.00
C 3.474 4.325 2.791 0.00
C 4.303 3.499 2.055 0.00
C 3.838 2.277 1.596 0.00
H 6.669 -2.219 -1.350 0.00
H 5.565 -0.185 -2.245 0.00
H 3.622 0.752 -1.098 0.00
H 3.911 -2.280 1.904 0.00
H 5.854 -3.224 0.754 0.00
H 1.798 -2.855 2.256 0.00
H 1.222 -3.986 4.329 0.00
H 0.823 -2.662 6.389 0.00
H 0.898 -0.189 6.285 0.00
H 1.428 0.942 4.203 0.00
H 0.675 2.435 2.804 0.00
H 1.524 4.575 3.656 0.00
H 3.838 5.277 3.144 0.00
H 5.323 3.784 1.848 0.00
H 4.496 1.634 1.034 0.00



(2)
108
Properties=species:S:1:pos:R:3:mulliken_charge:R:1 method="wB97M-V/def2-TZVPD" homo_lumo_gap_ev=7.0 spin_multiplicity=1 de_lowest_kcal_mol=10.6 energy_ha=-11085.349915 charge=-2
Sr -0.304 -0.444 -0.521 1.91
Cl 0.309 3.251 -4.435 -0.27
C -1.265 2.858 -3.796 0.42
C -2.381 3.513 -4.324 -0.69
C -3.634 3.257 -3.845 0.72
Cl -5.004 4.109 -4.534 -0.32
C -3.828 2.323 -2.800 0.26
C -5.080 2.012 -2.225 -0.83
C -5.152 1.099 -1.215 -0.97
C -3.973 0.478 -0.763 -0.42
N -2.793 0.745 -1.271 0.36
C -2.695 1.655 -2.277 -0.36
C -1.343 1.910 -2.767 -0.07
O -0.347 1.313 -2.265 -0.60
H -2.241 4.232 -5.119 0.43
H -5.968 2.507 -2.596 0.38
H -6.095 0.844 -0.751 0.47
H -4.006 -0.255 0.031 0.55
Se 3.073 -7.105 -0.707 -0.34
P 1.362 -6.504 -1.784 1.12
C 1.704 -6.638 -3.568 0.39
C 1.989 -5.530 -4.354 -0.39
C 2.367 -5.699 -5.679 -0.70
C 2.451 -6.970 -6.225 -0.42
C 2.165 -8.080 -5.441 -0.62
C 1.800 -7.915 -4.116 -0.63
C -0.058 -7.617 -1.507 0.08
C -1.153 -7.587 -2.370 -0.45
C -2.245 -8.402 -2.124 -0.70
C -2.256 -9.238 -1.014 -0.45
C -1.173 -9.258 -0.150 -0.53
C -0.071 -8.450 -0.398 -0.44
C 0.660 -4.866 -1.592 0.78
C 0.707 -3.790 -0.705 -0.44
N -0.181 -2.894 -1.176 0.51
N -0.717 -3.366 -2.290 -1.41
N -0.235 -4.550 -2.558 -0.14
P 1.522 -3.646 0.904 0.73
Se 1.002 -2.121 2.285 -0.25
C 3.311 -3.688 0.623 0.57
C 3.856 -3.576 -0.645 -0.11
C 5.231 -3.555 -0.810 -0.95
C 6.065 -3.660 0.290 -0.56
C 5.524 -3.749 1.566 -0.81
C 4.150 -3.740 1.734 -0.65
C 0.973 -5.207 1.677 0.22
C 1.824 -6.112 2.296 -0.08
C 1.300 -7.188 2.997 -0.78
C -0.073 -7.365 3.083 -0.51
C -0.927 -6.467 2.455 -0.74
C -0.405 -5.396 1.751 -0.44
H 1.904 -4.536 -3.939 0.41
H 2.587 -4.830 -6.285 0.41
H 2.741 -7.097 -7.261 0.36
H 2.232 -9.076 -5.862 0.37
H 1.597 -8.780 -3.495 0.35
H -1.153 -6.907 -3.209 0.37
H -3.095 -8.373 -2.792 0.39
H -3.118 -9.864 -0.817 0.37
H -1.186 -9.892 0.727 0.39
H 0.782 -8.453 0.269 0.30
H 3.208 -3.457 -1.500 0.60
H 5.647 -3.433 -1.800 0.43
H 7.140 -3.641 0.158 0.37
H 6.172 -3.794 2.432 0.37
H 3.719 -3.739 2.728 0.48
H 2.895 -5.992 2.211 0.48
H 1.970 -7.894 3.471 0.37
H -0.479 -8.205 3.633 0.39
H -1.999 -6.593 2.515 0.49
H -1.075 -4.679 1.287 0.38
N 1.434 1.513 0.149 -0.29
N 2.763 1.078 -0.045 -0.39
C 3.008 -0.192 -0.651 0.18
O 4.153 -0.360 -1.072 -0.78
O 2.042 -1.005 -0.656 -0.20
H 1.119 2.114 -0.610 0.23
H 1.365 1.996 1.039 0.21
H 3.408 1.780 -0.377 0.23
B -4.159 -2.660 2.284 0.67
C -2.936 -1.902 1.620 -1.03
N -2.094 -1.272 1.140 -0.07
H -4.073 -3.849 2.048 -0.23
H -4.124 -2.438 3.482 -0.20
H -5.171 -2.184 1.789 -0.23
C -1.084 3.037 4.863 -1.28
As -0.676 1.804 3.383 0.32
C -1.246 0.171 4.286 -0.72
C -2.280 2.169 2.256 -0.13
C -3.598 2.153 2.960 0.19
C -4.292 0.960 3.154 0.28
C -5.507 0.943 3.820 -0.82
C -6.055 2.122 4.308 -0.39
C -5.377 3.318 4.118 -0.56
C -4.162 3.331 3.448 -0.41
H -2.091 2.873 5.245 0.31
H -0.990 4.071 4.530 0.34
H -0.362 2.867 5.663 0.41
H -2.218 0.295 4.761 0.36
H -0.498 -0.077 5.041 0.45
H -1.291 -0.646 3.567 -0.22
H -2.248 1.425 1.459 -0.58
H -2.099 3.147 1.800 0.69
H -3.882 0.033 2.776 0.21
H -6.020 -0.001 3.946 0.46
H -7.005 2.111 4.827 0.37
H -5.796 4.247 4.486 0.38
H -3.641 4.270 3.295 0.36



(3)
98
Properties=species:S:1:pos:R:3:mulliken_charge:R:1 method="wB97M-V/def2-TZVPD" homo_lumo_gap_ev=7.1 spin_multiplicity=1 de_lowest_kcal_mol=11.7 energy_ha=-7750.642645 charge=-1
Cd 0.475 1.717 -0.505 1.31
O -6.545 0.714 -1.615 -0.74
C -6.075 0.805 -0.470 0.44
O -6.608 0.933 0.644 -0.74
C -4.507 0.748 -0.421 -1.64
C -3.764 0.686 -1.586 -0.68
C -2.376 0.680 -1.510 0.08
N -1.734 0.706 -0.338 1.77
C -2.441 0.731 0.798 0.02
C -3.833 0.762 0.786 -0.36
C -1.677 0.688 2.075 -0.23
C -2.308 0.829 3.313 -0.88
C -1.557 0.724 4.469 -0.96
C -0.192 0.502 4.368 -1.16
C 0.354 0.416 3.100 -0.54
N -0.365 0.484 1.987 1.50
C -1.524 0.610 -2.726 0.10
C -2.066 0.680 -4.008 -0.76
C -1.233 0.557 -5.105 -0.80
C 0.125 0.364 -4.902 -0.85
C 0.587 0.342 -3.599 -0.54
N -0.208 0.460 -2.542 0.97
H -4.312 0.655 -2.517 0.71
H -4.435 0.786 1.683 0.72
H -3.371 1.010 3.376 0.54
H -2.031 0.820 5.438 0.45
H 0.433 0.405 5.245 0.48
H 1.424 0.287 2.970 0.35
H -3.124 0.843 -4.149 0.51
H -1.638 0.619 -6.107 0.45
H 0.809 0.249 -5.731 0.45
H 1.645 0.224 -3.388 0.24
Br 3.579 1.191 -0.834 -0.18
C 3.987 2.194 0.757 0.57
C 5.313 2.280 1.069 -0.73
C 5.715 3.033 2.187 -0.60
C 4.776 3.678 2.938 -0.92
C 3.401 3.602 2.614 1.17
C 2.452 4.328 3.364 -1.03
C 1.133 4.301 3.009 -1.15
C 0.714 3.506 1.928 0.98
C 1.572 2.734 1.170 -1.61
C 2.953 2.822 1.497 0.97
H 6.049 1.783 0.453 0.43
H 6.768 3.105 2.430 0.38
H 5.069 4.285 3.787 0.36
H 2.799 4.930 4.196 0.33
H 0.402 4.885 3.556 0.47
H -0.346 3.517 1.682 0.30
Br -0.126 8.290 -0.296 -0.26
C -0.059 6.450 -0.830 0.26
C -1.209 5.688 -0.796 -0.86
C -1.120 4.332 -1.102 0.25
C 0.081 3.697 -1.453 -0.64
C 1.192 4.552 -1.539 -0.32
C 1.147 5.904 -1.229 -0.77
H -2.153 6.129 -0.502 0.41
H -2.041 3.753 -1.057 0.41
H 2.153 4.147 -1.850 0.31
H 2.043 6.511 -1.261 0.39
C -0.638 -3.105 2.477 -2.06
C -1.005 -3.550 1.060 1.90
C -2.429 -3.064 0.748 -1.76
C -0.984 -5.075 0.970 -1.84
P 0.068 -2.587 -0.185 1.29
C -0.338 -3.554 -1.710 0.24
C -1.210 -2.915 -2.593 -0.45
C -1.573 -3.493 -3.801 -0.63
C -1.072 -4.739 -4.146 -0.70
C -0.223 -5.400 -3.270 -0.78
C 0.143 -4.813 -2.068 -0.25
C 1.906 -2.957 0.145 1.88
C 2.614 -2.676 -1.186 -1.68
C 2.330 -1.869 1.146 -1.75
C 2.346 -4.310 0.702 -1.90
H -1.395 -3.456 3.185 0.53
H -0.598 -2.018 2.540 0.43
H 0.328 -3.504 2.790 0.24
H -3.149 -3.538 1.421 0.55
H -2.709 -3.307 -0.278 0.33
H -2.507 -1.985 0.874 0.28
H -1.678 -5.479 1.714 0.55
H 0.003 -5.488 1.179 0.25
H -1.311 -5.420 -0.010 0.36
H -1.610 -1.948 -2.322 0.42
H -2.239 -2.967 -4.473 0.47
H -1.345 -5.198 -5.088 0.38
H 0.160 -6.382 -3.524 0.45
H 0.807 -5.353 -1.409 0.16
H 2.294 -1.709 -1.585 0.10
H 2.399 -3.440 -1.932 0.35
H 3.697 -2.633 -1.034 0.51
H 1.973 -0.891 0.821 -0.01
H 3.420 -1.835 1.229 0.64
H 1.916 -2.063 2.137 0.31
H 2.134 -5.139 0.028 0.21
H 1.876 -4.515 1.664 0.35
H 3.429 -4.288 0.863 0.50



(4)
101
Properties=species:S:1:pos:R:3:mulliken_charge:R:1 method="wB97M-V/def2-TZVPD" homo_lumo_gap_ev="3.9 / 3.9" spin_multiplicity=1 de_lowest_kcal_mol=2.2 energy_ha=-9646.253533 charge=+1
Ca 0.172 -0.731 -0.541 1.44
C 0.250 2.040 1.787 0.61
P 0.798 0.798 3.073 -0.46
C -0.694 0.481 4.076 0.14
C -0.506 0.465 5.459 -0.95
C -1.578 0.273 6.321 -0.69
C -2.855 0.107 5.807 -0.81
C -3.058 0.126 4.433 -1.02
C -1.988 0.311 3.569 0.81
C 1.061 -0.847 2.189 -0.56
C 0.058 -1.844 2.151 1.53
C 0.137 -3.250 2.003 -0.56
C 1.234 -4.020 1.768 -0.93
C 2.758 -2.203 0.828 -0.96
C 2.344 -1.100 1.754 -1.28
C -1.055 1.922 1.068 -1.12
C -2.257 2.578 1.246 -0.66
C -3.194 1.948 0.384 -1.40
C -2.504 0.953 -0.280 0.09
C -2.959 -0.102 -1.254 -0.77
P -2.633 -1.774 -0.502 1.60
C -4.104 -2.002 0.539 0.31
C -3.964 -2.230 1.903 -0.03
C -5.083 -2.406 2.708 -0.84
C -6.349 -2.359 2.147 -0.56
C -6.498 -2.139 0.781 -0.76
C -5.382 -1.965 -0.019 -0.61
C -2.827 -3.013 -1.828 0.38
C -2.613 -2.712 -3.172 -0.44
C -2.601 -3.721 -4.128 -0.63
C -2.808 -5.039 -3.755 -0.70
C -3.035 -5.348 -2.419 -0.67
C -3.040 -4.344 -1.463 -0.86
N -1.196 0.949 0.124 0.77
H 1.088 2.105 1.084 -0.87
H 0.286 2.972 2.358 0.84
H 0.489 0.610 5.864 0.40
H -1.415 0.266 7.391 0.42
H -3.695 -0.029 6.477 0.41
H -4.055 0.013 4.026 0.65
H -2.174 0.352 2.501 0.63
H -0.936 -1.491 2.406 -0.72
H -0.805 -3.771 2.130 0.54
H 1.086 -5.095 1.772 0.47
H 3.819 -2.080 0.595 0.95
H 3.124 -0.428 2.098 1.41
H -2.454 3.391 1.931 0.55
H -4.238 2.200 0.266 0.47
H -2.429 -0.018 -2.210 0.26
H -4.021 0.000 -1.481 0.63
H -2.977 -2.262 2.350 0.30
H -4.961 -2.579 3.770 0.49
H -7.224 -2.495 2.770 0.41
H -7.486 -2.108 0.342 0.43
H -5.504 -1.810 -1.085 0.39
H -2.467 -1.688 -3.490 0.38
H -2.440 -3.471 -5.170 0.48
H -2.804 -5.824 -4.500 0.43
H -3.210 -6.374 -2.121 0.43
H -3.222 -4.596 -0.423 0.38
Br 5.056 -5.966 -0.867 -0.18
C 3.783 -4.658 -0.306 0.15
C 3.583 -4.562 1.020 -1.40
C 2.632 -3.564 1.578 0.49
N 1.968 -2.109 -0.360 0.96
C 2.279 -2.900 -1.394 0.57
C 3.149 -3.979 -1.402 -1.23
C 1.579 -2.561 -2.691 0.19
C 1.601 -3.416 -3.791 -0.87
C 1.019 -3.006 -4.974 -0.36
Br 1.011 -4.160 -6.456 -0.09
C 0.430 -1.757 -5.068 -0.86
C 0.403 -0.991 -3.923 -0.73
N 0.940 -1.381 -2.761 0.57
H 4.183 -5.148 1.701 0.48
H 2.946 -3.387 2.633 0.54
H 3.389 -4.411 -2.360 0.44
H 2.038 -4.400 -3.730 0.59
H -0.012 -1.402 -5.988 0.48
H -0.070 -0.016 -3.924 0.47
C 2.730 4.270 -1.645 -0.67
C 1.631 3.506 -2.373 -1.05
S 1.623 1.701 -2.271 0.30
C 3.287 1.206 -2.764 -0.93
C 4.438 1.332 -1.749 -1.25
S 3.977 0.925 -0.046 0.40
C 4.780 2.246 0.887 -0.99
C 4.444 3.701 0.523 -0.88
S 2.713 4.089 0.159 -0.02
H 2.614 5.327 -1.887 0.52
H 3.708 3.974 -2.018 0.24
H 1.659 3.791 -3.427 0.50
H 0.646 3.788 -1.995 0.42
H 3.560 1.738 -3.678 0.66
H 3.169 0.158 -3.044 0.19
H 4.850 2.337 -1.748 0.39
H 5.239 0.663 -2.065 0.64
H 5.863 2.118 0.837 0.52
H 4.488 2.044 1.919 0.41
H 5.053 4.047 -0.312 0.43
H 4.729 4.322 1.372 0.46